Density functional theory data (ωB97M-V with the def2-TZVPD basis set) for C53H55BBrCl4F8N4O4PTi as an isolated structure.

As for the multiplicity: 1. As for the net charge: 0. As for the highest occupied orbital energy: -0.293 Ha. Its HOMO-LUMO gap is 0.2796 hartree. The calculation puts the maximum force at 0.0318 Eh/bohr.

Geometry (Å):
Ti  -0.58997  1.02786  -0.80958
F  -4.92209  -7.77296  0.99019
C  -4.02839  -6.79932  1.11287
C  -3.19200  -6.76249  2.20908
F  -3.29064  -7.70010  3.14700
C  -2.26411  -5.74771  2.32734
F  -1.51359  -5.77237  3.42964
C  -2.12331  -4.74412  1.37249
P  -0.98868  -3.27859  1.59222
C  -1.79951  -2.60785  3.12094
C  -1.35725  -2.71286  4.43654
C  -2.09618  -2.14489  5.46950
C  -3.28297  -1.47641  5.20314
C  -3.73759  -1.37980  3.89486
C  -2.99536  -1.93348  2.86491
C  0.56981  -4.07500  2.14654
C  1.49659  -3.31397  2.86037
C  2.70363  -3.86225  3.26883
C  3.02435  -5.16965  2.92866
C  2.13792  -5.91412  2.16280
C  0.92417  -5.36878  1.77089
C  -2.99628  -4.79758  0.28004
Br  -3.02513  -3.47544  -1.05932
C  -3.93089  -5.81264  0.15437
F  -4.76199  -5.86857  -0.88566
H  -0.45881  -3.26436  4.67558
H  -1.74159  -2.23587  6.49040
H  -3.84839  -1.03116  6.01343
H  -4.66060  -0.85838  3.67016
H  -3.34431  -1.83311  1.84002
H  1.25788  -2.28501  3.11195
H  3.39509  -3.27296  3.85894
H  3.96485  -5.59926  3.25139
H  2.38954  -6.92767  1.87425
H  0.24192  -5.96688  1.17589
C  4.03677  0.08126  2.00382
C  3.62851  0.41186  0.55985
C  4.77628  1.16080  -0.12816
C  3.23636  -0.82859  -0.22201
C  4.12919  -1.89090  -0.15606
C  3.89674  -3.06964  -0.83210
C  2.76477  -3.16549  -1.61271
C  1.84320  -2.12754  -1.72787
C  0.79952  -2.29738  -2.82117
C  1.50260  -2.04168  -4.16459
C  0.19816  -3.70382  -2.86984
C  2.05513  -0.93918  -0.99554
N  1.15249  0.19344  -1.05883
C  1.62459  1.32084  -1.69646
C  1.17039  2.56855  -1.35609
N  0.32194  2.75548  -0.29046
C  0.00943  4.14034  -0.02743
C  -1.29537  4.48538  0.36254
C  -1.68747  5.81684  0.36284
C  -0.82586  6.82725  -0.00517
C  0.49043  6.49652  -0.25379
C  0.96231  5.18430  -0.22003
C  2.50870  5.15365  -0.27699
C  3.11650  5.10351  -1.69269
C  3.19844  4.16704  0.65625
C  -2.32319  3.48456  0.87579
C  -2.58674  3.77197  2.36394
C  -3.63366  3.52698  0.07449
H  4.11179  0.99837  2.60036
H  5.02136  -0.38764  2.03726
H  3.33883  -0.62199  2.47377
H  2.76783  1.06678  0.58386
H  5.62346  0.48838  -0.27846
H  5.11246  2.00290  0.48173
H  4.47950  1.54764  -1.10493
H  5.03091  -1.78911  0.43708
H  4.60066  -3.89052  -0.77677
H  2.61084  -4.06539  -2.19316
H  0.00699  -1.56595  -2.68153
H  2.28693  -2.78923  -4.30976
H  1.96911  -1.05901  -4.19547
H  0.79578  -2.11477  -4.99639
H  0.93321  -4.43331  -3.21808
H  -0.63137  -3.72824  -3.57522
H  -0.16512  -4.02438  -1.89317
H  2.34736  1.19033  -2.49341
H  1.41072  3.42084  -1.97062
H  -2.70555  6.06229  0.63704
H  -1.15396  7.85859  -0.03751
H  1.20667  7.28894  -0.44471
H  2.77874  6.12798  0.12534
H  3.29034  4.08040  -2.03394
H  4.08238  5.61389  -1.70074
H  2.46710  5.60056  -2.41526
H  2.98763  3.14219  0.37536
H  2.88981  4.36096  1.69060
H  4.28182  4.30922  0.61339
H  -1.91961  2.47888  0.81825
H  -3.23537  4.64406  2.47161
H  -1.65486  3.98508  2.89691
H  -3.06574  2.91810  2.84471
H  -3.82618  4.52345  -0.31941
H  -4.47738  3.23501  0.70005
H  -3.59842  2.85984  -0.78510
Cl  -5.49057  -1.47121  0.04534
C  -4.74462  0.13408  -0.12207
Cl  -5.84916  1.13555  -1.09315
Cl  -4.56852  0.81039  1.48420
C  -3.38726  0.02938  -0.92641
O  -3.47944  -0.28765  -2.08224
O  -2.27303  0.26390  -0.27150
F  -1.55782  2.03509  -2.12003
B  -1.70977  3.25755  -3.24782
F  -2.52498  2.68105  -4.16521
F  -0.41909  3.49110  -3.65617
F  -2.25268  4.27501  -2.52384
Cl  1.52616  1.64413  -7.30922
C  0.33506  0.90698  -6.28529
C  -0.79233  0.31546  -6.82154
C  -1.69567  -0.24772  -5.94019
C  -1.43488  -0.19825  -4.57894
N  -0.34470  0.37322  -4.06050
C  0.51889  0.91803  -4.91603
H  -0.95330  0.30526  -7.89168
H  -2.60549  -0.71300  -6.29743
H  -2.13740  -0.62120  -3.87610
H  1.39694  1.40051  -4.50640
N  1.43501  1.86406  2.37980
C  0.26705  1.56489  3.23973
C  -0.74058  0.80920  2.35491
O  -1.85281  0.63539  2.77367
O  -0.19330  0.43408  1.22085
H  1.41276  2.80131  1.98862
H  1.18959  1.20966  1.56286
H  2.34349  1.67491  2.78285
H  -0.19511  2.46679  3.62746
H  0.55257  0.91833  4.06562

=====

Density functional theory data (ωB97M-V with the def2-TZVPD basis set) for C22H68AlBN2O13P as an isolated structure.

As for the multiplicity: 1. As for the net charge: -1. As for the highest occupied orbital energy: -0.138 Ha. Its HOMO-LUMO gap is 0.2143 hartree. The calculation puts the maximum force at 0.0460 Eh/bohr.

Geometry (Å):
C  0.03258  1.09847  2.23661
B  -0.77043  1.50795  0.87817
O  -0.89754  2.87992  0.51317
Al  -1.59452  -0.07618  -0.23059
C  -3.15742  -0.80099  0.86858
C  -4.36002  0.17629  1.00642
N  -4.10689  1.30760  1.92337
C  -0.20363  -1.56701  -0.35145
C  1.02138  -1.24360  -1.23680
O  1.79505  -2.47482  -1.39678
C  2.00561  -0.23926  -0.58676
N  1.80710  1.13695  -1.09247
P  -2.40540  0.53891  -2.34661
O  -1.27399  0.51580  -3.37215
O  -3.61589  -0.59151  -2.80211
O  -3.16561  2.05243  -2.40012
H  -0.35403  1.64084  3.11110
H  1.10900  1.28229  2.02813
H  -0.06513  0.00640  2.38226
H  -0.21848  3.35924  1.00211
H  -3.47445  -1.79241  0.47865
H  -2.76367  -0.98213  1.89988
H  -4.75114  0.54232  0.03896
H  -5.19787  -0.40689  1.46528
H  -3.38509  1.00067  2.56555
H  -3.81833  2.12352  1.40210
H  0.11626  -1.86224  0.66768
H  -0.70470  -2.45120  -0.81026
H  0.76862  -0.90179  -2.25435
H  1.31666  -3.02673  -2.01413
H  2.03130  -0.28464  0.51224
H  3.01895  -0.55402  -0.93007
H  2.00029  1.77103  -0.32574
H  2.44921  1.32464  -1.85621
H  -3.18891  -1.44434  -2.72790
H  -3.76434  2.00131  -3.15402
C  -0.47662  0.67202  6.85074
C  -1.64458  1.00916  5.94293
O  -1.50477  0.35217  4.68827
H  0.46467  0.96989  6.38467
H  -0.56937  1.17815  7.81442
H  -0.42218  -0.40494  7.02600
H  -1.68397  2.08281  5.75161
H  -2.58996  0.70466  6.39908
H  -1.48011  -0.59323  4.85668
C  0.94241  -7.06418  -2.03993
C  0.13803  -6.09168  -2.88064
O  0.61070  -4.76326  -2.68991
H  0.87335  -6.80166  -0.98241
H  0.58158  -8.08761  -2.17314
H  1.99594  -7.02703  -2.31084
H  -0.91234  -6.11625  -2.58906
H  0.20729  -6.34164  -3.94194
H  1.53630  -4.74108  -2.95488
C  3.07910  4.86086  -1.55328
C  1.92382  5.03323  -0.58893
O  2.32943  4.68890  0.73526
H  3.43712  3.83079  -1.53673
H  2.77840  5.11372  -2.57253
H  3.92178  5.49825  -1.26670
H  1.09505  4.38058  -0.86509
H  1.56291  6.06782  -0.58947
H  3.05266  5.27172  0.97742
C  5.67504  8.32469  -3.73060
C  4.52102  8.49612  -2.76094
O  4.92914  8.15186  -1.43941
H  6.03420  7.29446  -3.71641
H  5.37311  8.57810  -4.74867
H  6.51659  8.96253  -3.44652
H  3.69263  7.84304  -3.03411
H  4.16079  9.53046  -2.76273
H  5.65339  8.73474  -1.20087
C  -4.53122  0.64423  10.22723
C  -3.96901  0.69066  8.81865
O  -3.12221  -0.42874  8.57336
H  -3.72269  0.63475  10.96019
H  -5.17286  1.50587  10.42199
H  -5.11475  -0.26743  10.38039
H  -3.37107  1.59080  8.67631
H  -4.77717  0.69349  8.07994
H  -3.64973  -1.22268  8.68780
C  -8.57608  -1.57057  -0.26460
C  -7.54034  -2.67618  -0.18083
O  -6.87753  -2.83704  -1.43069
H  -9.31134  -1.79494  -1.04017
H  -9.09566  -1.44596  0.68812
H  -8.10528  -0.62174  -0.53229
H  -8.01523  -3.62670  0.06632
H  -6.79532  -2.45263  0.58983
H  -6.44725  -2.00287  -1.64464
C  6.83782  1.91398  -3.30423
C  5.67181  1.94755  -2.33326
O  4.66647  1.02185  -2.73050
H  6.49987  2.15511  -4.31351
H  7.61252  2.62666  -3.01240
H  7.27923  0.91458  -3.34348
H  5.22189  2.93872  -2.31310
H  6.00044  1.69760  -1.31859
H  5.06436  0.14790  -2.73577
C  3.40923  -8.77899  -6.08789
C  2.32229  -8.49617  -5.06774
O  2.42540  -7.16585  -4.57143
H  4.39530  -8.63443  -5.64374
H  3.33862  -9.80200  -6.46310
H  3.33360  -8.09084  -6.93364
H  2.41361  -9.17063  -4.21624
H  1.33032  -8.63343  -5.51192
H  2.33493  -6.56893  -5.31940

=====

Density functional theory data (ωB97M-V with the def2-TZVPD basis set) for a 5-piece molecular cluster, C39H67F3N5O12P2S5Si overall.

As for the multiplicity: 1. As for the net charge: +1. As for the highest occupied orbital energy: -0.393 Ha. Its HOMO-LUMO gap is 0.2345 hartree. The calculation puts the maximum force at 0.0728 Eh/bohr.

Geometry (Å):
C  3.91262  4.08763  2.02637
C  2.95621  2.90390  1.69902
O  3.29468  1.85197  2.14882
N  1.66822  3.02253  1.00360
C  0.71565  3.84113  1.75079
C  0.97421  5.33189  2.14686
O  -0.31286  3.38633  2.16063
C  1.70484  3.22762  -0.43273
N  3.00635  3.70166  -0.89953
C  3.18866  4.91679  -0.98117
O  3.27036  6.07164  -1.16474
N  0.45435  3.85544  -0.95070
C  0.05685  5.27834  -1.04768
C  0.25363  5.92878  -2.43652
F  -0.86292  5.83781  -3.24465
C  -0.46606  2.98211  -1.31079
S  -2.07548  3.18472  -1.89893
C  0.02733  1.51587  -1.11187
N  -0.48576  1.21246  0.22007
P  -0.71217  0.12989  -2.18755
C  -2.30262  -0.43222  -1.37676
O  -1.22662  0.70727  -3.68115
C  1.57329  1.83842  -1.24198
P  1.77279  2.26691  -3.10285
N  3.27485  2.32135  -3.58446
C  2.45706  0.63962  -0.84826
F  2.02323  0.03780  0.31139
F  3.75132  1.00808  -0.56755
C  2.55535  -0.51281  -1.89741
C  3.97942  -0.76355  -2.48968
Si  3.84288  -1.77937  -4.11590
C  4.05083  -0.51409  -5.52749
C  5.24396  -3.02278  -4.32363
C  2.13379  -2.55234  -4.36183
C  1.05267  -1.87001  -4.95423
C  -0.18246  -2.48158  -5.14981
C  -0.41660  -3.80946  -4.76993
C  0.64037  -4.49016  -4.16653
C  1.87021  -3.87445  -3.97432
H  3.90149  4.17855  3.12764
H  3.55433  5.05282  1.64122
H  4.94393  3.86699  1.72994
H  -0.01340  5.81419  2.05903
H  1.25267  5.39107  3.20743
H  1.67577  5.84681  1.47614
H  0.75270  5.84017  -0.39926
H  -0.93513  5.48875  -0.61918
H  1.18696  5.61175  -2.93109
H  0.39859  7.00659  -2.23134
H  -2.45541  4.46829  -1.66216
H  -0.34884  0.24427  0.49096
H  -1.42996  1.54087  0.37111
H  -2.99983  0.43205  -1.35608
H  -2.79349  -1.23928  -1.93719
H  -2.14081  -0.75168  -0.33050
H  -1.83728  0.04819  -4.04365
H  1.14955  3.49985  -3.41495
H  1.18380  1.20637  -3.84951
H  3.89928  2.15640  -2.79954
H  1.87138  -0.41426  -2.74851
H  2.28562  -1.46241  -1.40564
H  4.52490  0.14518  -2.77001
H  4.58667  -1.34671  -1.77427
H  3.09897  0.03519  -5.65600
H  4.41374  -0.98096  -6.46489
H  4.78532  0.26753  -5.24979
H  6.23035  -2.53390  -4.39561
H  5.11285  -3.55410  -5.28634
H  5.21190  -3.79323  -3.53506
H  1.15399  -0.84038  -5.31211
H  -1.01717  -1.95754  -5.63102
H  -1.38503  -4.28202  -4.94927
H  0.47805  -5.53322  -3.88089
H  2.66057  -4.48291  -3.51942
C  6.52282  2.56001  -8.91045
C  6.50814  1.90776  -10.29651
C  6.63306  0.39346  -10.09197
S  5.92258  0.04409  -8.48024
O  6.97117  -0.43190  -7.61346
O  4.68359  -0.67330  -8.64726
C  5.56078  1.74305  -8.05335
H  6.22762  3.60812  -8.95280
H  7.53067  2.50918  -8.49102
H  5.56320  2.13505  -10.79564
H  7.31068  2.28591  -10.92912
H  6.08758  -0.16274  -10.85100
H  7.67419  0.07501  -10.07491
H  5.70255  1.89395  -6.98544
H  4.52365  1.93914  -8.32638
C  -3.22316  -1.40931  4.01697
C  -2.99578  -2.88054  4.37564
C  -3.07983  -3.68976  3.07566
S  -2.57873  -2.58264  1.75796
O  -3.70866  -2.34145  0.89069
O  -1.29627  -2.99591  1.24175
C  -2.34701  -1.14224  2.79769
H  -2.97008  -0.74799  4.84481
H  -4.27459  -1.24702  3.76503
H  -2.00328  -2.99824  4.81809
H  -3.71807  -3.23099  5.10145
H  -2.41539  -4.55091  3.09073
H  -4.10006  -4.01210  2.87090
H  -2.63068  -0.24326  2.25100
H  -1.29257  -1.09840  3.07426
C  -2.22764  -0.81035  9.39121
C  -2.91784  -1.65993  10.46438
C  -3.79895  -2.68585  9.74164
S  -3.02513  -2.97717  8.15151
O  -3.90941  -2.49527  7.11300
O  -2.47495  -4.30792  8.11897
C  -1.69642  -1.79840  8.35772
H  -1.42689  -0.20118  9.80954
H  -2.95565  -0.13973  8.92753
H  -2.16219  -2.17759  11.05998
H  -3.50756  -1.04783  11.14557
H  -3.85840  -3.62512  10.28646
H  -4.80164  -2.29876  9.56042
H  -1.45990  -1.33638  7.40076
H  -0.82983  -2.33971  8.73758
C  -8.96856  -3.07634  5.17628
C  -7.59131  -3.71841  4.97336
C  -6.58834  -2.93085  5.82455
S  -7.51705  -2.25394  7.19968
O  -7.52525  -0.81661  7.08761
O  -7.12531  -2.92299  8.41663
C  -9.11310  -2.87352  6.68185
H  -9.76879  -3.69962  4.77843
H  -9.00550  -2.11154  4.66418
H  -7.62226  -4.75773  5.30880
H  -7.29799  -3.72271  3.92318
H  -5.79672  -3.56632  6.20795
H  -6.15921  -2.09869  5.26839
H  -9.88932  -2.15932  6.94803
H  -9.28306  -3.82142  7.19283

=====

Density functional theory data (ωB97M-V with the def2-TZVPD basis set) for one molecule with the formula C5H9NO2S.

As for the multiplicity: 1. As for the net charge: 0. As for the highest occupied orbital energy: -0.313 Ha. Its HOMO-LUMO gap is 0.3372 hartree. The calculation puts the energy above the lowest of the compared OMol25 structures with the same formula, charge and spin at 216.9 kJ/mol. The structure (SMILES) is O=C(O)[C@H]1CCSCN1. The calculation puts the maximum force at 0.1012 Eh/bohr.

Geometry (Å):
C  -1.38583  0.53022  1.21596
C  -0.64684  0.30505  -0.04407
C  0.83670  0.72066  0.40737
C  1.86727  -0.12665  -0.09035
C  -0.10284  -1.26893  -1.77392
H  -2.02538  1.75965  2.30458
H  -0.89789  1.00693  -0.79506
H  0.95763  0.48931  1.56825
H  1.14124  1.80980  0.37935
H  1.97232  -1.14126  0.36937
H  2.93098  0.28502  0.00146
H  -0.19793  -2.26797  -2.06686
H  -0.51279  -0.45889  -2.47030
H  -1.52380  -1.57736  -0.28005
N  -0.66583  -1.10727  -0.39071
O  -0.99571  1.60864  2.10309
O  -2.34809  -0.09751  1.47272
S  1.59682  -0.46943  -1.91081

=====

Question: Which of these has the highest net charge?
Answer: C39H67F3N5O12P2S5Si